Arrangement w

Molecular formula: C2H10N4
Method: DFT, wB97M-V/def2-TZVPD

Its spin multiplicity is 1. The structure (SMILES) is C[N+]([NH3+])=C(N)N. As for the charge: +2. Its LUMO energy is -8.616 eV.

Geometry as XYZ:
```
16
Properties=species:S:1:pos:R:3:lowdin_charge:R:1
N -0.843 -1.691 -0.773 0.22
N 0.127 0.152 0.269 -0.06
N 0.034 -0.619 1.630 0.29
N 0.023 0.136 -2.118 0.28
C 0.499 1.568 0.376 -0.02
C -0.289 -0.466 -0.951 -0.27
H 1.668 1.607 0.268 0.16
H 0.394 1.922 1.467 0.13
H -1.526 -1.899 -0.013 0.16
H 0.614 0.941 -2.264 0.15
H -1.184 -2.258 -1.489 0.12
H -0.930 -0.715 2.030 0.21
H 0.618 -0.246 2.351 0.17
H -0.173 2.254 -0.133 0.11
H 0.444 -1.587 1.547 0.21
H -0.161 -0.308 -2.969 0.13
```

Arrangement x

Molecular formula: C2H10N4
Method: DFT, wB97M-V/def2-TZVPD

Its spin multiplicity is 1. As for the charge: +2. Its LUMO energy (alpha / beta) is -9.492 / -9.492 eV.

Geometry as XYZ:
```
16
Properties=species:S:1:pos:R:3:lowdin_charge:R:1
N -1.822 -0.856 -0.746 0.17
N 1.789 0.668 -1.017 0.19
N 1.362 -0.724 0.708 0.15
N -2.045 1.007 0.600 0.18
C -1.342 0.149 -0.066 -0.21
C 1.161 0.624 0.174 -0.07
H -1.216 -1.606 -0.964 0.10
H 2.340 -1.189 0.798 0.23
H -1.631 1.911 0.650 0.12
H -2.863 -0.971 -0.727 0.17
H -2.991 0.785 0.654 0.11
H 0.991 1.325 0.980 0.16
H 0.956 -1.018 1.684 0.24
H 2.096 1.517 -1.454 0.15
H 0.958 -1.489 0.163 0.15
H 2.258 -0.134 -1.437 0.16
```

Which of them is least stable? Easy: arrangement x.

Arrangement w

Molecular formula: C41H62BN9O
Method: DFT, wB97M-V/def2-TZVPD

Its spin multiplicity is 1. Its LUMO energy is -4.059 eV.

Geometry as XYZ:
```
114
Properties=species:S:1:pos:R:3:lowdin_charge:R:1
O -4.400 1.875 0.274 0.18
N -1.932 -2.652 0.321 -0.09
N -4.421 -0.168 -4.256 -0.05
N 3.037 -1.049 -2.097 -0.01
N 5.470 3.228 0.309 -0.04
N 0.387 1.147 -3.450 -0.03
N 1.610 0.544 2.895 -0.02
N 4.126 -3.133 3.101 -0.07
N -0.275 -4.512 -1.167 -0.06
N -3.420 2.507 0.824 0.07
C -0.952 3.659 2.218 -0.14
C 2.354 -4.310 2.288 -0.08
C 2.488 1.274 3.634 -0.12
C 3.729 -0.327 -3.051 -0.13
C 4.923 -1.133 -3.453 -0.11
C -1.017 3.537 0.615 -0.04
C -1.433 -3.248 1.378 -0.13
C 0.723 1.355 -5.899 -0.01
C 3.683 -2.214 -1.772 -0.11
C 2.950 -2.917 2.465 -0.13
C -1.659 2.473 2.754 -0.15
C -3.784 -0.441 -1.984 -0.11
C 3.777 4.255 1.608 -0.10
C -3.557 0.841 2.792 -0.01
C 0.642 2.708 -5.226 -0.09
C -2.561 3.517 0.096 -0.40
C -3.084 4.911 0.168 0.00
C 2.016 1.367 5.054 -0.04
C -5.491 -0.817 -3.671 -0.11
C 1.778 -4.731 -2.261 -0.13
C -2.506 -4.400 1.685 -0.02
C 0.471 2.512 -3.705 -0.13
C -2.521 2.966 -1.367 -0.02
C -3.169 2.260 2.271 -0.36
C 3.268 -5.283 3.064 -0.10
C -5.138 -0.926 -2.176 -0.11
C -4.116 3.308 2.995 0.01
C 4.898 -2.342 -2.690 -0.08
C 1.065 -4.224 -0.937 -0.07
C -3.383 0.121 -3.372 -0.08
C 4.195 2.509 -0.090 -0.02
C 0.520 0.429 -4.602 -0.11
C 0.876 -5.512 -2.951 -0.14
C -3.093 -3.223 -0.328 -0.12
C 4.411 -4.491 3.440 -0.15
C 3.143 3.181 0.816 -0.13
C -0.499 -5.265 -2.266 -0.14
C 5.286 4.324 1.163 -0.10
C 0.574 -0.072 3.626 -0.08
C 0.633 0.616 5.048 -0.03
C -3.511 -4.332 0.536 -0.08
B 0.362 -0.471 -0.117 -0.46
H -3.099 -0.457 -1.237 0.02
H -1.651 -5.529 -2.432 0.13
H 2.660 1.733 5.760 0.02
H -0.425 -3.013 1.934 0.13
H -4.229 3.071 3.990 0.06
H 3.337 0.636 -3.402 0.09
H -1.204 1.577 2.468 0.05
H 0.207 -0.598 -4.580 0.09
H -0.621 2.659 0.302 0.05
H -4.502 0.576 2.342 0.08
H 0.460 3.336 -3.042 0.06
H 0.942 0.588 -0.124 -0.04
H -6.400 -1.217 -4.262 0.12
H -2.487 5.527 -0.497 0.12
H -3.426 0.497 3.834 0.12
H -3.094 5.304 1.095 0.03
H -0.506 4.358 0.060 0.14
H -1.351 -1.826 0.034 0.04
H -2.333 0.530 -3.659 0.11
H -2.572 -4.947 2.521 0.00
H 0.901 3.683 -5.809 0.09
H -1.987 3.628 -1.974 0.06
H 5.432 -4.665 4.028 0.13
H -1.642 2.221 3.905 0.17
H 2.196 2.773 0.780 0.01
H -0.150 -0.896 -1.112 -0.03
H 6.180 5.035 1.495 0.13
H 1.585 0.501 2.010 -0.02
H -3.539 2.767 -1.766 0.09
H 2.878 -4.774 -2.399 0.07
H 2.968 -6.431 3.245 0.12
H -4.402 -5.016 0.367 0.09
H 4.771 -2.313 3.218 0.16
H 5.683 -3.164 -2.787 0.10
H -2.995 0.080 2.284 0.07
H -0.600 -0.318 0.663 -0.03
H -5.855 -1.445 -1.409 0.11
H 6.277 2.878 -0.102 0.09
H -3.572 -2.892 -1.300 0.09
H -0.114 0.378 5.696 0.01
H 3.429 4.928 2.433 0.07
H 0.151 3.756 2.571 0.14
H 2.445 -0.383 -1.593 0.09
H 0.978 1.078 -6.824 0.01
H -0.263 -0.802 3.096 0.14
H 2.463 -1.948 2.112 0.09
H 0.398 0.623 -2.575 0.08
H 4.197 1.496 -0.525 0.08
H 3.343 1.693 2.970 0.12
H -1.296 4.597 2.676 0.11
H -0.983 -3.986 -0.704 0.05
H -3.913 4.343 2.874 0.07
H -4.180 4.704 -0.090 0.14
H -5.210 3.185 2.810 0.11
H 3.402 -2.673 -0.865 0.07
H -4.266 -0.234 -5.264 0.15
H -2.081 2.006 -1.737 0.08
H 5.598 -0.760 -4.148 0.04
H 0.778 -6.122 -4.032 0.13
H 1.271 -3.603 0.066 0.08
H 1.462 -4.560 1.793 0.01
H 1.042 -1.456 0.277 -0.02
```

Arrangement x

Molecular formula: C41H62BN9O
Method: DFT, wB97M-V/def2-TZVPD

Its spin multiplicity is 1. Its LUMO energy is -4.228 eV.

Geometry as XYZ:
```
114
Properties=species:S:1:pos:R:3:lowdin_charge:R:1
O 1.743 -4.694 -0.442 0.20
N 1.115 4.366 -1.909 -0.02
N -0.372 2.986 0.388 -0.01
N 0.519 3.622 -4.314 -0.01
N 3.213 0.185 1.086 -0.01
N 1.237 -4.399 -1.576 0.09
N -5.544 -0.424 -0.490 0.02
N -0.730 -2.876 2.650 -0.04
N -0.195 2.142 4.744 -0.12
N -2.949 1.506 5.481 0.04
C 3.100 3.947 -3.107 -0.03
C 1.990 -3.500 -2.524 -0.42
C 0.294 3.886 1.256 -0.07
C -1.474 3.591 -0.295 -0.08
C -0.626 -5.678 -2.833 0.00
C -1.972 -3.220 3.044 -0.12
C 4.660 1.204 2.539 -0.09
C 2.095 3.405 -2.120 -0.12
C -1.941 1.530 3.333 -0.10
C 4.241 0.620 0.215 -0.09
C 3.210 -2.966 -1.817 -0.03
C 0.042 2.368 -3.752 -0.09
C 3.509 0.478 2.473 -0.12
C -2.406 0.787 4.475 -0.15
C 2.545 -4.350 -3.786 0.00
C -0.454 5.223 1.251 -0.06
C -1.905 -4.599 3.721 -0.03
C -2.481 2.975 3.667 0.01
C -1.504 5.054 0.237 -0.10
C -6.155 -1.630 -0.485 -0.07
C -0.261 -4.521 -1.801 -0.41
C -4.131 -0.559 -0.263 -0.06
C 0.145 3.598 -5.712 -0.07
C 0.234 -3.759 2.889 -0.13
C -0.853 -3.280 -2.205 -0.12
C 1.896 2.847 4.885 -0.13
C -0.656 1.591 -4.772 -0.13
C -0.250 -2.475 -3.488 -0.09
C 1.184 -2.365 -3.082 -0.16
C 1.319 3.143 6.124 -0.11
C -0.593 2.350 -6.009 -0.12
C -3.060 2.870 5.001 -0.08
C 0.873 2.229 3.931 -0.11
C -3.840 -2.018 -0.342 -0.13
C -0.146 2.679 6.004 -0.10
C 5.211 1.244 1.117 -0.06
C 2.646 5.427 -3.438 -0.04
C -5.052 -2.735 -0.572 -0.07
C 1.358 5.584 -2.612 -0.10
C -0.434 -4.822 3.714 -0.08
C -0.904 -4.982 -0.429 0.01
B 0.392 -0.258 0.298 -0.46
H 3.311 -3.708 -4.490 0.16
H -1.588 1.215 2.395 0.08
H -2.192 5.792 -0.234 0.08
H -1.000 -4.253 0.120 -0.04
H -3.712 0.322 0.189 0.08
H 1.958 2.512 -1.752 0.02
H -0.208 6.220 1.629 0.08
H -6.018 0.322 -0.361 0.05
H -3.168 1.181 6.378 0.13
H 1.278 -3.710 2.533 0.11
H 1.081 4.351 -3.894 0.01
H 2.934 -2.305 -0.883 0.13
H -1.078 1.958 -7.000 0.10
H -2.728 -2.405 -0.272 0.09
H -2.132 -0.399 4.620 0.18
H 0.186 -6.497 -2.645 0.12
H -0.596 -1.984 2.162 0.12
H 1.839 -4.843 -4.275 0.00
H -1.780 -5.975 -2.813 0.15
H 1.154 3.626 1.689 0.04
H -0.165 -5.824 4.139 0.08
H 3.747 3.278 -3.737 0.09
H -5.403 -3.749 -0.732 0.06
H 0.408 4.367 -1.200 0.06
H -1.128 0.682 -4.480 0.04
H 2.902 3.177 4.553 0.07
H 4.281 0.431 -0.818 0.06
H -0.501 -5.381 -3.836 0.04
H 0.653 6.538 -2.550 0.15
H 3.866 -3.757 -1.611 0.07
H 6.073 1.758 1.025 0.02
H -0.261 -5.662 0.146 0.10
H 0.456 2.314 -2.704 0.07
H 1.817 3.416 7.051 0.06
H 1.332 -1.537 -2.348 0.13
H 2.790 0.573 3.273 0.08
H -0.306 -3.082 -4.393 0.11
H 0.978 0.447 -0.517 -0.01
H -2.002 -3.490 -2.481 0.19
H 0.698 1.878 2.938 0.05
H 5.044 1.727 3.296 0.04
H -2.782 -2.551 2.756 0.09
H -0.665 -0.307 -0.118 -0.06
H 3.691 -2.210 -2.441 0.11
H 0.476 0.288 1.368 -0.03
H 3.261 5.963 -4.089 0.04
H -1.143 1.738 4.265 -0.05
H -1.854 2.966 -1.049 0.07
H -1.857 -5.529 -0.378 0.12
H 0.948 -1.309 0.481 -0.03
H -7.160 -1.668 -0.449 0.06
H 1.564 -2.047 -4.148 0.17
H -2.716 -5.083 3.990 0.01
H -2.342 3.954 3.265 0.08
H 0.604 4.345 -6.198 0.04
H -1.018 2.554 6.686 0.08
H 2.300 -0.212 0.786 0.00
H 3.276 -5.251 -3.714 0.12
H -1.121 -2.607 -1.508 0.04
H -0.641 -1.646 -3.876 0.06
H -3.457 3.747 5.612 0.13
H -0.065 2.019 0.302 0.05
```

Which of them is least stable? Easy: arrangement x.

Arrangement w

Molecular formula: C3H6NO2S
Method: DFT, wB97M-V/def2-TZVPD

Its spin multiplicity is 1. As for the charge: +1. Its LUMO energy is -6.583 eV.

Geometry as XYZ:
```
13
Properties=species:S:1:pos:R:3:lowdin_charge:R:1
S 2.032 -0.876 0.011 0.97
O 3.133 -0.896 -0.858 -0.16
O 2.089 -1.071 1.397 -0.15
N 1.824 2.343 0.025 0.07
C -0.646 -1.075 0.312 -0.11
C 0.360 -0.742 -0.741 -0.23
C 1.710 3.456 0.238 -0.01
H 1.597 4.491 0.430 0.07
H 0.379 -1.424 -1.593 0.13
H -0.509 -2.076 0.713 0.10
H 0.297 0.287 -1.100 0.11
H -1.645 -1.037 -0.125 0.11
H -0.625 -0.361 1.130 0.10
```

Arrangement x

Molecular formula: C3H6NO2S
Method: DFT, wB97M-V/def2-TZVPD

Its spin multiplicity is 1. As for the charge: +1. Its LUMO energy is -5.326 eV.

Geometry as XYZ:
```
13
Properties=species:S:1:pos:R:3:lowdin_charge:R:1
S 1.156 -1.461 -0.234 1.20
O 2.067 0.992 0.814 0.17
O 2.866 0.735 -0.376 0.21
N -0.462 1.040 -0.559 0.02
C -0.410 -1.093 0.629 -0.35
C 1.834 0.021 -0.041 -0.66
C -1.217 -0.148 -0.285 -0.29
H -0.189 -0.635 1.591 0.10
H -2.152 0.058 0.250 0.14
H -0.926 -2.039 0.778 0.10
H -1.462 -0.659 -1.217 0.13
H -0.559 1.419 -1.489 0.11
H -0.546 1.768 0.140 0.11
```

Which of them is least stable? Easy: arrangement x.